[1]
12
Properties=species:S:1:pos:R:3:forces:R:3:lowdin_spin:R:1 method="wB97M-V/def2-TZVPD" mol_weight_g_mol=265.9 largest_force_ev_per_a=3.30 multiplicity=3 e_above_lowest_ev=1.136 orbital_gap_ev="4.73 / 5.37" total_charge=+2 e_homo_ev="-13.433 / -14.050" energy_ha=-1404.3169
O 3.036 -0.158 -0.404 0.37 0.62 1.21 0.14
C 1.739 0.240 -0.414 2.66 1.29 0.87 0.24
C 0.694 -0.513 -0.013 -3.27 -0.47 0.03 0.16
Tm 4.919 0.128 0.971 -2.09 -0.38 -1.62 1.02
Li -0.361 -2.144 -0.505 0.15 -0.30 0.09 0.01
H 1.647 1.345 -0.487 -0.03 -0.39 -0.38 0.01
C -1.769 -0.355 0.484 -2.92 -0.36 0.97 0.14
C -0.640 0.115 -0.126 2.85 0.64 -1.24 0.11
O -2.978 0.144 0.429 2.58 -0.75 -0.15 0.18
H -1.650 -1.257 1.130 -0.16 0.33 -0.13 0.00
H -0.779 1.012 -0.759 0.10 -0.25 0.28 0.00
Li -3.859 1.443 -0.304 -0.24 0.03 0.08 0.00

[2]
8
Properties=species:S:1:pos:R:3:forces:R:3:nbo_charge:R:1 method="wB97M-V/def2-TZVPD" mol_weight_g_mol=65.1 largest_force_ev_per_a=6.52 e_above_lowest_ev=0.604 orbital_gap_ev=11.27 e_homo_ev=-10.650 energy_ha=-208.8796
C -0.237 -1.504 0.092 -1.74 1.78 -0.69 -0.69
C -0.030 -0.068 -0.123 0.56 -5.86 0.57 0.15
C 0.125 1.074 -0.069 1.39 6.35 0.60 -0.18
C 0.535 2.417 0.007 -1.20 -2.55 -0.86 0.24
N 0.799 3.491 -0.255 0.63 1.92 0.19 -0.26
H -1.263 -1.475 -0.271 -0.56 -1.20 0.34 0.25
H 0.280 -2.198 -0.522 0.85 -0.27 -0.47 0.25
H -0.210 -1.737 1.141 0.07 -0.17 0.33 0.25

[3]
8
Properties=species:S:1:pos:R:3:forces:R:3:nbo_charge:R:1 method="wB97M-V/def2-TZVPD" mol_weight_g_mol=65.1 largest_force_ev_per_a=1.24 e_above_lowest_ev=1.480 orbital_gap_ev=10.55 e_homo_ev=-9.996 energy_ha=-208.8474
C 0.093 -0.950 -0.713 -0.09 0.17 -0.01 -0.15
C -0.369 0.263 -0.526 0.10 0.12 0.34 0.10
C -0.577 1.381 0.111 -0.01 -0.20 -0.20 -0.42
C 1.314 -1.336 1.462 -0.27 -0.53 -1.07 0.31
N 0.831 -1.406 0.387 0.53 0.00 1.12 -0.54
H -0.019 -1.612 -1.565 -0.01 0.24 0.18 0.24
H -1.416 1.469 0.796 -0.02 0.15 -0.23 0.23
H 0.143 2.191 0.048 -0.24 0.04 -0.13 0.23

[4]
9
Properties=species:S:1:pos:R:3:forces:R:3:nbo_charge:R:1 method="wB97M-V/def2-TZVPD" mol_weight_g_mol=79.1 largest_force_ev_per_a=3.01 e_above_lowest_ev=1.212 orbital_gap_ev="7.71 / 7.72" total_charge=+1 e_homo_ev="-14.686 / -14.688" energy_ha=-263.2751
C 3.739 -0.190 -0.063 -0.44 0.56 0.35 -0.04
C 2.648 0.306 -0.017 2.86 -0.94 0.14 0.07
N 1.523 0.913 0.000 -2.83 -0.84 0.18 -0.27
C 0.378 0.549 0.174 1.67 2.09 -0.65 0.70
N -0.810 0.795 -0.013 -1.16 -0.55 0.28 -0.36
C -2.047 0.515 -0.064 1.81 -0.98 0.73 0.13
H 4.748 -0.473 0.024 0.57 -0.45 -0.20 0.27
H -2.340 -0.470 0.368 -0.60 0.94 -0.71 0.26
H -2.510 1.335 -0.550 -1.87 0.16 -0.11 0.25

[5]
9
Properties=species:S:1:pos:R:3:forces:R:3:lowdin_spin:R:1 method="wB97M-V/def2-TZVPD" mol_weight_g_mol=79.1 largest_force_ev_per_a=5.62 multiplicity=3 e_above_lowest_ev=4.133 orbital_gap_ev="6.79 / 4.95" total_charge=+1 e_homo_ev="-14.295 / -15.573" energy_ha=-263.0989
C -2.706 0.126 -0.001 4.78 -2.95 -0.06 0.51
C -0.915 -1.234 -0.002 -2.72 0.14 -0.06 0.49
C 0.134 -0.547 -0.002 2.11 0.33 0.02 0.44
C 2.177 0.801 -0.001 2.45 0.78 0.05 0.20
N -3.684 0.682 0.009 -3.96 2.30 0.05 0.14
N 1.062 0.254 -0.016 -2.63 -0.34 -0.03 0.19
H -1.408 -2.178 0.001 -0.11 -0.43 0.04 0.01
H 3.095 0.213 0.042 0.07 -0.04 -0.01 0.01
H 2.246 1.883 -0.030 0.00 0.20 0.00 0.01

[6]
9
Properties=species:S:1:pos:R:3:forces:R:3:lowdin_spin:R:1 method="wB97M-V/def2-TZVPD" mol_weight_g_mol=79.1 largest_force_ev_per_a=4.64 multiplicity=3 e_above_lowest_ev=2.314 orbital_gap_ev="7.45 / 9.47" total_charge=+1 e_homo_ev="-14.632 / -17.212" energy_ha=-263.1658
C -1.849 -1.645 -1.013 1.82 0.51 -0.46 0.10
C -0.616 -1.187 -1.302 3.27 0.79 1.21 0.69
C 0.185 -0.265 0.454 -1.91 -3.03 -2.96 0.38
C 1.266 1.713 1.196 1.41 3.35 1.21 0.34
N -2.923 -1.999 -0.803 -1.88 -0.59 0.38 0.33
N 0.828 0.687 0.683 -1.01 -3.44 -1.51 0.11
H 0.353 -1.434 -1.887 -2.15 0.45 1.09 0.03
H 2.350 1.795 1.270 -0.35 0.68 0.38 0.01
H 0.407 2.336 1.402 0.79 1.27 0.65 0.01

[7]
11
Properties=species:S:1:pos:R:3:forces:R:3:nbo_charge:R:1 method="wB97M-V/def2-TZVPD" mol_weight_g_mol=109.1 largest_force_ev_per_a=5.43 e_above_lowest_ev=2.659 orbital_gap_ev=9.43 e_homo_ev=-8.866 energy_ha=-393.6217
C -1.800 -0.348 -0.024 -3.08 -0.65 1.63 -0.04
C -1.034 0.733 -0.052 -0.30 5.12 -0.49 -0.18
N 0.265 0.314 0.011 2.05 2.13 -1.00 -0.37
C 1.642 0.683 0.013 -1.10 -4.02 -0.30 0.17
N 2.421 -0.372 -0.040 -2.95 0.39 0.50 -0.06
O 1.502 -1.488 -0.021 -0.80 0.54 -0.64 -0.30
C 0.202 -0.973 -0.074 -0.74 -4.69 0.99 0.59
N -1.110 -1.476 -0.016 5.27 -1.30 -0.23 -0.48
H -2.848 -0.427 0.369 0.81 0.42 -1.43 0.22
H -1.271 1.755 -0.385 0.09 -0.58 0.89 0.22
H 2.030 1.599 0.220 0.75 2.63 0.09 0.22

[8]
11
Properties=species:S:1:pos:R:3:forces:R:3:nbo_charge:R:1 method="wB97M-V/def2-TZVPD" mol_weight_g_mol=109.1 largest_force_ev_per_a=3.26 e_above_lowest_ev=3.819 orbital_gap_ev=9.21 e_homo_ev=-10.157 energy_ha=-393.5791
O -2.205 -0.118 -0.600 0.10 0.12 -0.30 -0.48
C -1.124 0.051 -0.078 -2.69 -1.30 0.07 0.44
C -0.556 1.341 0.214 0.13 -0.49 1.05 -0.30
C 0.752 1.336 0.418 1.11 -0.02 -1.66 0.00
N 1.625 0.572 -0.414 -0.90 -3.07 0.62 -0.17
N 1.503 -0.701 -0.589 -0.06 1.84 0.44 0.03
N 0.746 -1.464 0.289 -2.12 0.96 0.91 -0.25
C -0.496 -1.140 0.611 3.17 -0.38 0.13 0.03
H -1.220 2.133 0.516 -0.06 0.18 -0.01 0.25
H 1.274 2.152 0.809 0.64 1.26 0.71 0.21
H -0.992 -1.710 1.490 0.67 0.89 -1.94 0.24